(1)
Computed, not measured: the molecule C3H7ClFN at a distorted geometry, with wB97M-V/def2-TZVPD.

Geometry as XYZ:
```
13
Properties=species:S:1:pos:R:3:forces:R:3:mulliken_charge:R:1
C 1.5484 0.0011 -0.5975 2.01 -0.41 -2.23 -0.83
N 0.9245 0.2246 0.6333 0.00 0.04 0.84 -0.27
C -0.4251 0.6161 0.5099 -1.65 0.12 1.06 -0.78
C -1.4883 -0.4594 0.1465 0.38 0.56 -0.30 0.20
F -2.6883 0.0876 0.5364 0.00 -0.52 -0.10 -0.24
Cl -1.5976 -0.8291 -1.6165 0.02 0.14 0.37 -0.20
H 1.2507 -0.9203 -1.1495 -0.04 0.57 0.17 0.27
H 2.6499 -0.0488 -0.5067 -0.39 -0.12 0.26 0.31
H 1.4072 0.8840 -1.2454 -0.25 -0.44 0.09 0.30
H 1.0605 -0.5349 1.2895 -0.09 0.14 -0.01 0.26
H -0.5655 1.4998 -0.1499 0.24 -0.63 0.27 0.39
H -0.7557 0.9171 1.5238 -0.05 0.06 -0.44 0.31
H -1.3206 -1.4378 0.6260 -0.19 0.49 0.02 0.28
```
Forces are in eV/Å.

Summary:
SMILES ... CNC[C@@H](F)Cl
2S+1 ... 1
E_HOMO ... -9.123 eV


(2)
Computed, not measured: the molecule C3H7ClFN at a distorted geometry, with wB97M-V/def2-TZVPD.

Geometry as XYZ:
```
13
Properties=species:S:1:pos:R:3:forces:R:3:mulliken_charge:R:1
C 0.7525 -0.1536 1.5299 0.67 -0.28 -0.35 -0.90
N 0.9478 0.4575 0.2355 0.32 3.25 -0.11 -0.34
C 0.2827 0.0266 -0.9692 -0.34 -1.76 1.38 -0.84
C -1.2862 -0.0362 -1.0295 1.47 -0.11 1.19 0.27
F -1.7047 -0.3404 -2.2696 -0.09 0.01 -0.52 -0.24
Cl -1.8975 -1.3431 0.0930 0.12 0.71 -0.49 -0.20
H -0.1952 0.1603 1.8937 -0.99 -0.67 0.92 0.36
H 1.5038 0.2146 2.1902 0.60 0.84 0.54 0.34
H 1.0090 -1.2284 1.5873 -0.94 0.29 -0.60 0.27
H 0.9107 1.5541 0.3120 0.04 -3.02 -0.04 0.27
H 0.7144 -0.9636 -1.1947 -0.55 0.16 -0.28 0.32
H 0.6487 0.7188 -1.6622 0.06 0.88 -1.69 0.43
H -1.6859 0.9332 -0.7166 -0.36 -0.32 0.04 0.26
```
Forces are in eV/Å.

Summary:
SMILES ... CNC[C@@H](F)Cl
2S+1 ... 1
E_HOMO ... -8.932 eV


(3)
Computed, not measured: the molecule C3H7ClN2 at a distorted geometry, with wB97M-V/def2-TZVPD.

Geometry as XYZ:
```
13
Properties=species:S:1:pos:R:3:forces:R:3:mulliken_charge:R:1
Cl 2.4982 -0.0530 -0.3047 1.14 0.99 -0.43 -0.32
C 0.9561 -0.0889 0.8215 -0.44 -0.25 -2.08 -0.18
N 0.2643 -1.1605 0.2478 -0.30 2.28 -1.25 -0.19
C -0.8924 -0.7022 -0.4874 -0.21 -0.18 -2.46 -0.32
C -0.6718 0.8470 -0.5979 1.38 -0.52 1.05 -0.56
N 0.1028 1.0458 0.6956 -0.70 -2.31 -1.41 -0.33
H 1.5080 -0.3310 1.6830 -0.16 0.29 1.57 0.39
H 0.1931 -2.0322 0.6380 0.15 -2.00 1.39 0.19
H -1.6833 -1.0554 0.1503 -1.36 0.64 -0.34 0.29
H -1.0176 -1.1743 -1.5791 0.44 0.89 2.35 0.20
H -0.1844 1.2058 -1.5403 0.63 -1.01 0.77 0.25
H -1.4709 1.5409 -0.6073 -1.62 -0.02 0.59 0.34
H 0.3980 1.9581 0.8804 1.04 1.20 0.25 0.23
```
Forces are in eV/Å.

Summary:
SMILES ... ClC1NCCN1
2S+1 ... 1
E_HOMO ... -8.608 eV


(4)
Computed, not measured: the molecule C3H7ClN2O at a distorted geometry, with wB97M-V/def2-TZVPD.

Geometry as XYZ:
```
14
Properties=species:S:1:pos:R:3:forces:R:3:mulliken_charge:R:1
C 0.1602 1.8122 -0.2821 1.84 1.17 1.78 -0.58
O 0.0085 0.7647 0.7600 -0.61 0.06 -1.26 -0.40
C -0.2448 -0.4662 0.1800 -2.19 -0.30 0.70 0.32
C -1.5597 -1.2103 0.3228 -0.81 1.82 -1.42 -0.25
Cl -2.9501 -0.0453 -0.2392 0.82 -0.92 0.43 -0.26
N 0.6186 -1.2256 -0.2789 -1.43 -2.83 -1.11 -0.15
N 1.8274 -0.7902 -0.3937 6.51 0.77 2.32 -0.60
H -0.8301 2.0176 -0.7887 1.42 0.00 0.67 0.24
H 1.0031 1.4954 -0.9083 -0.82 -0.22 -0.67 0.33
H 0.7575 2.7119 0.2716 -2.35 -1.73 -1.06 0.22
H -1.6540 -2.1399 -0.3035 0.42 1.23 0.83 0.35
H -1.7097 -1.3467 1.3603 -0.68 -0.44 1.00 0.25
H 1.9530 -0.0965 0.3634 0.29 0.50 -0.66 0.22
H 2.6200 -1.4811 -0.0638 -2.42 0.88 -1.53 0.30
```
Forces are in eV/Å.

Summary:
SMILES ... CO/C(CCl)=N\N
2S+1 ... 1
E_HOMO ... -9.252 eV


(5)
Computed, not measured: the molecule C3H7ClN2S at a distorted geometry, with wB97M-V/def2-TZVPD.

Geometry as XYZ:
```
14
Properties=species:S:1:pos:R:3:forces:R:3:mulliken_charge:R:1
H -1.2356 2.4758 -0.2830 0.88 -0.17 0.11 0.25
N -0.2220 2.2605 -0.2840 -0.46 0.79 -0.15 -0.78
C 0.0115 1.0947 0.1483 -1.51 -0.24 -0.25 0.43
N 1.3177 0.6970 0.2706 1.47 1.41 -0.49 -0.27
S 2.0042 -0.7368 -0.3526 -0.14 -0.25 0.29 -0.14
C -1.1263 0.1898 0.5346 0.24 -0.33 0.07 0.09
C -0.8474 -0.7610 1.6607 0.03 -0.71 0.94 -1.24
Cl -1.5869 -0.7487 -0.8965 -0.19 -0.55 -0.82 -0.16
H 1.8230 1.5247 -0.0966 0.01 -0.76 0.50 0.39
H 2.7004 -1.0517 0.7627 -0.16 -0.03 -0.20 0.15
H -1.9912 0.8180 0.6752 -0.14 0.17 0.51 0.35
H -0.1028 -1.5020 1.3538 -0.10 0.17 -0.04 0.28
H -0.4332 -0.2552 2.5482 -0.29 0.01 -0.31 0.30
H -1.7468 -1.3362 1.9542 0.36 0.48 -0.17 0.36
```
Forces are in eV/Å.

Summary:
SMILES ... [H]/N=C(/NS)[C@H](C)Cl
2S+1 ... 1
E_HOMO ... -9.459 eV


(6)
Computed, not measured: the ion C3H7ClN3O with charge +1 at a distorted geometry, with wB97M-V/def2-TZVPD.

Geometry as XYZ:
```
15
Properties=species:S:1:pos:R:3:forces:R:3:mulliken_charge:R:1
C 0.0069 -0.2945 0.0719 -2.56 -2.35 -0.40 -0.22
C -2.4320 -0.3585 0.0127 1.32 4.57 -0.78 0.65
C 2.3412 -0.0789 0.1162 1.98 0.43 0.53 -0.85
N 0.9239 1.7214 -0.4476 -1.66 1.53 -0.62 -1.07
N 1.0098 0.5099 -0.1682 2.06 -2.73 1.21 0.69
N -1.2621 0.2828 -0.1452 -0.65 -1.82 0.90 -0.07
O -2.4342 -1.5642 0.3801 1.36 -1.40 0.36 -0.36
Cl -3.8936 0.5328 -0.1922 0.81 -0.60 0.05 -0.05
H -0.0962 -1.3976 0.1353 1.51 1.04 0.14 0.32
H 2.2967 -0.7590 0.9620 -0.22 0.07 -0.01 0.35
H 2.8254 -0.5907 -0.7054 -0.69 -0.24 -0.60 0.33
H 3.1135 0.7143 0.3498 -1.36 -0.49 0.02 0.32
H 1.8512 2.0680 -0.4524 0.81 0.90 -0.13 0.28
H -1.0080 1.2579 -0.1726 -1.56 1.52 -0.58 0.28
H -3.2424 -2.0437 0.2556 -1.15 -0.43 -0.09 0.39
```
Forces are in eV/Å.

Summary:
2S+1 ... 1
E_HOMO (spin up / spin down) ... -12.272 / -12.273 eV
Net charge ... +1


(7)
Computed, not measured: a structure of composition C3H7ClNOZr at a distorted geometry, with wB97M-V/def2-TZVPD.

Geometry as XYZ:
```
14
Properties=species:S:1:pos:R:3:forces:R:3:mulliken_charge:R:1
Zr -0.9383 4.6528 3.8448 -0.63 -3.59 -0.44 1.83
Cl -1.3016 2.1771 3.3921 0.57 3.90 0.70 -0.21
C -0.1218 -0.4653 0.9152 0.13 0.47 0.80 -1.05
C 0.9587 -0.9528 -0.0112 -0.40 -0.26 1.35 0.65
O 2.0063 -1.4207 0.4224 -0.16 0.39 -0.79 -0.22
N 0.8373 -0.8435 -1.3847 -0.36 0.21 -0.68 0.07
C -0.3037 -0.3639 -2.0910 0.71 -1.43 0.31 -0.62
H 0.0089 0.6082 1.0927 0.20 0.05 -0.42 0.29
H 0.1083 -0.8948 1.8906 -0.15 -0.30 -0.14 0.38
H -1.1775 -0.6019 0.6884 0.19 -0.41 -0.43 0.42
H 1.6834 -1.1099 -1.9160 -0.04 0.01 0.07 0.41
H -0.3522 0.7395 -2.1908 0.10 0.21 -0.11 0.36
H -1.2052 -0.7098 -1.5689 -0.03 0.31 0.11 0.35
H -0.2028 -0.8149 -3.0836 -0.14 0.44 -0.36 0.35
```
Forces are in eV/Å.

Summary:
2S+1 ... 1
E_HOMO ... -19.468 eV
Net charge ... +3


(8)
Computed, not measured: a cluster of 2 separate species, C3H7ClOS in total at a distorted geometry, with wB97M-V/def2-TZVPD.

Geometry as XYZ:
```
13
Properties=species:S:1:pos:R:3:forces:R:3:mulliken_charge:R:1
C 0.5311 -0.5750 1.2167 0.06 -3.15 0.51 -0.90
C -0.0832 -1.2585 -0.0140 -0.42 -1.59 0.15 -0.39
C -1.4371 -0.7071 -0.3828 0.42 -0.27 -0.30 0.15
S -1.8254 -0.1631 -1.8320 -0.34 -0.31 0.25 -0.17
Cl -2.5480 -0.7887 0.9790 -0.30 0.11 -0.25 -0.17
H 1.2199 -1.2851 1.7805 -1.61 0.38 -0.11 0.28
H -0.3394 -0.2079 1.7277 0.52 0.39 1.18 0.29
H 1.2723 0.1147 0.9973 0.68 2.11 -0.99 0.30
H -0.2565 -2.4081 0.0521 0.42 1.82 0.39 0.27
H 0.5506 -1.1214 -0.8540 0.47 0.05 -0.90 0.32
O -0.9414 2.3912 -1.1052 -1.63 0.53 1.23 -0.62
H -1.1980 2.9943 -1.8018 0.29 0.30 -0.56 0.30
H -1.7703 2.4472 -0.5470 1.46 -0.37 -0.60 0.34
```
Forces are in eV/Å.

Summary:
SMILES ... CCC(=S)Cl.O
2S+1 ... 1
E_HOMO ... -8.973 eV